29
Properties=species:S:1:pos:R:3:forces:R:3 method="wB97M-V/def2-TZVPD" orbital_gap_ev=9.19 lumo_ev=0.29 e_homo_ev=-8.9054
C 0.1798 2.1936 1.0645 1.7 -1.4 -2.3
C 0.6463 0.8025 0.8269 3.2 0.7 -2.0
C 0.3147 -0.3247 1.3476 0.0 -1.1 1.0
C 0.9010 -1.5465 0.7525 0.8 0.3 1.4
I 1.9574 -2.6222 2.4968 -0.5 0.3 -0.7
C -0.1733 -2.4416 0.1793 -1.1 -0.1 0.4
C -1.4440 -2.3993 1.0637 -0.2 -0.6 0.3
C -2.4077 -1.4617 0.9691 0.1 -1.9 0.9
C -2.4625 -0.3136 0.0334 -2.2 0.4 0.2
I -4.0398 -1.7153 2.4078 0.7 0.3 -0.8
C 1.9511 -0.9777 -0.2218 -0.3 -1.2 -0.6
C 1.7131 0.5357 -0.3094 -0.8 1.3 2.2
C 1.1393 1.1523 -1.5686 0.5 1.0 -0.2
H -0.2809 2.2738 1.9855 -0.5 0.7 2.1
H -0.5836 2.2799 0.3088 -0.3 1.0 -0.5
H 1.0961 2.7762 0.8259 -1.1 0.5 0.6
H -0.3561 -0.3070 2.1371 -1.2 -0.6 1.5
H 0.0865 -3.5112 0.0490 0.2 0.8 -0.2
H -0.3497 -1.9353 -0.7817 -0.3 -0.6 -0.1
H -1.4828 -3.2278 1.8513 -0.1 1.4 -1.2
H -1.5090 0.0377 -0.1482 2.1 0.3 -0.8
H -2.9031 0.5765 0.5038 -0.4 -0.4 0.0
H -2.9887 -0.4982 -0.9208 0.1 -0.1 0.5
H 1.7406 -1.4437 -1.1920 0.3 0.0 0.0
H 2.9485 -1.3353 0.1064 -0.5 0.8 -0.4
H 2.6495 1.0383 -0.0461 -0.1 0.2 0.0
H 1.4166 2.2319 -1.7609 -0.5 -1.1 0.6
H 0.0676 1.0098 -1.6791 -0.1 0.1 0.1
H 1.6054 0.6279 -2.3380 0.6 -0.8 -1.9

***

35
Properties=species:S:1:pos:R:3:forces:R:3 method="wB97M-V/def2-TZVPD" orbital_gap_ev="7.71 / 3.65" total_charge=+3 multiplicity=5 s_squared=6.102 lumo_ev="-12.33 / -15.73" e_homo_ev="-20.0424 / -19.3792"
Mn -0.7570 0.4558 -1.5134 0.0 0.3 -3.9
O -0.7735 3.4103 -2.3561 0.3 -3.2 -0.7
C -0.6999 2.2714 -2.3594 -0.5 4.4 1.1
C -0.7297 -1.3980 -1.9929 -0.5 -6.0 1.1
O -0.7842 -2.5537 -1.9215 0.3 4.6 -0.8
C 1.0060 0.4139 -2.1105 7.7 -0.4 -0.1
O 2.1656 0.3569 -2.2351 -5.4 0.3 0.1
C -2.4991 0.4412 -2.3757 -7.0 -0.2 0.0
O -3.6559 0.4249 -2.4808 5.3 0.1 -0.1
C -0.6936 0.9690 -5.2890 0.0 1.3 2.8
H -1.6304 1.5542 -5.0330 0.9 -0.7 -1.4
H 0.2412 1.5663 -5.0547 -0.9 -0.8 -1.3
C -0.6904 -0.3833 -5.2275 0.0 -1.1 3.4
H 0.2384 -0.9490 -4.8908 -0.9 0.7 -1.6
H -1.6181 -0.9449 -4.8795 0.9 0.7 -1.6
C -0.1765 -2.5493 3.3669 -0.5 0.1 -0.1
C 0.7177 -2.1036 2.2300 1.1 -0.2 -0.5
N -0.0594 -1.4120 1.1858 0.3 1.6 -0.3
C 0.0429 -0.1204 0.9223 -2.5 -2.2 0.8
S -1.4633 0.7930 0.5286 0.9 -0.1 1.2
N 1.0269 0.6669 1.4964 -2.1 1.7 0.4
C 0.6437 1.1927 2.8792 0.9 -0.8 0.4
C 1.8132 1.9913 3.3829 0.3 0.2 0.2
H -0.6717 -1.6977 3.8459 0.1 -0.2 0.0
H 0.4383 -3.0623 4.1062 0.0 0.0 0.0
H -0.9410 -3.2403 3.0001 0.1 0.0 0.2
H 1.4893 -1.3844 2.5309 0.0 -0.4 0.0
H 1.2009 -2.9504 1.7252 0.0 0.1 0.3
H -0.8291 -1.9279 0.7423 0.1 0.3 0.5
H 1.2091 1.4941 0.9197 0.9 -0.1 -0.2
H -0.2783 1.7983 2.8051 0.3 -0.2 -0.3
H 0.4347 0.3030 3.4841 -0.1 0.2 0.0
H 2.0160 2.8508 2.7367 0.0 0.0 0.2
H 1.5586 2.3550 4.3797 0.1 0.1 0.0
H 2.7086 1.3681 3.4519 -0.1 0.1 0.1

***

35
Properties=species:S:1:pos:R:3:forces:R:3 method="wB97M-V/def2-TZVPD" orbital_gap_ev="5.89 / 2.02" total_charge=+3 multiplicity=6 s_squared=8.778 lumo_ev="-9.61 / -17.33" e_homo_ev="-15.5008 / -19.3531"
Ru -0.2235 -0.1381 -1.8175 0.5 0.7 -1.6
O -0.0546 2.9686 -1.7633 -0.2 -3.5 -0.3
C -0.1209 1.8113 -1.7839 0.1 5.0 0.8
C -0.2621 -2.0209 -2.2333 0.3 -5.7 -0.5
O -0.2719 -3.1588 -2.4535 0.0 3.7 0.3
C 1.7114 -0.1747 -2.0051 5.5 -0.4 0.0
O 2.8669 -0.1931 -2.1018 -3.9 0.1 0.2
C -2.1199 0.0220 -2.1564 -4.9 0.6 -0.2
O -3.2553 0.1293 -2.3188 3.1 -0.3 0.2
C -0.1709 0.6199 -7.1030 -0.4 -7.5 -0.3
H -1.0757 1.2367 -7.1172 -0.7 1.3 -0.1
H 0.7886 1.1476 -7.0971 0.8 1.2 -0.1
C -0.2348 -0.7215 -7.1620 0.4 7.5 0.3
H 0.6701 -1.3366 -7.2055 0.7 -1.3 -0.1
H -1.1937 -1.2464 -7.2258 -0.8 -1.3 -0.2
C -0.8384 -1.7804 4.0494 -0.2 -0.1 -0.2
C 0.5658 -1.3005 3.7726 0.8 0.2 0.3
N 0.8248 -0.8667 2.3409 -1.1 -1.0 -0.7
C -0.1654 -0.2231 1.6342 0.5 1.3 0.5
S -1.0342 -1.0668 0.4123 -0.1 -0.3 1.4
N -0.4386 1.0613 1.8707 -0.5 -1.5 0.3
C -0.0772 1.7175 3.1617 -0.4 0.5 0.1
C 1.3963 2.0194 3.2676 0.4 0.1 -0.1
H -1.5918 -1.0184 3.8201 0.0 -0.1 0.1
H -0.9123 -2.0291 5.1118 -0.1 0.0 -0.2
H -1.0544 -2.6798 3.4638 -0.1 0.1 0.1
H 0.8580 -0.4624 4.4144 -0.1 -0.2 -0.1
H 1.2870 -2.1084 3.9460 -0.1 0.3 -0.1
H 1.1978 -1.6562 1.8114 0.1 0.2 0.1
H -1.2475 1.4329 1.3759 0.2 0.1 0.1
H -0.6702 2.6356 3.1991 0.1 -0.2 0.0
H -0.4273 1.0722 3.9762 0.0 0.2 -0.2
H 1.7074 2.7018 2.4674 0.0 -0.2 0.2
H 1.5787 2.5056 4.2304 0.0 0.0 -0.2
H 1.9880 1.1002 3.2183 0.0 0.3 0.0

***

30
Properties=species:S:1:pos:R:3:forces:R:3 method="wB97M-V/def2-TZVPD" orbital_gap_ev="7.83 / 7.83" lumo_ev="-0.13 / -0.13" e_homo_ev="-7.9573 / -7.9568"
S 2.2005 -0.4175 1.8965 2.8 -0.7 1.4
N 0.7196 -0.2590 1.3127 -1.2 1.3 0.5
C -0.3131 0.2659 1.8619 -0.8 -1.7 -1.9
C -0.6079 0.4170 3.2431 -0.8 0.3 0.6
C -1.7221 1.0495 3.6394 0.3 0.1 -1.8
C -2.6901 1.6537 2.7344 1.8 -1.2 -1.0
C -2.5574 1.3370 1.4524 0.2 0.8 -2.9
C -1.4547 0.4650 0.8655 -0.1 -0.3 2.2
H 2.3360 -0.3200 3.3149 -0.9 0.1 -1.2
H -0.0930 -0.1520 3.9796 0.9 -0.1 0.4
H -1.8942 1.0717 4.6427 -0.7 0.1 2.7
H -3.4322 2.3154 3.0321 -1.2 0.9 0.8
H -3.1670 1.7901 0.6336 0.0 -0.4 1.1
H -1.9104 -0.4956 0.5850 0.1 -0.1 0.2
H -0.9096 0.7540 -0.0070 -0.6 0.9 -0.9
C 0.6311 0.9350 -2.1559 0.4 1.9 -0.2
N -0.3995 0.2861 -2.3957 -0.8 0.6 0.9
C -0.3223 -1.1254 -2.4599 -0.9 -1.6 -2.2
C 1.0136 -1.8805 -2.5376 -0.6 -1.1 -1.4
C 1.9105 -1.1567 -1.6115 2.8 3.0 -1.5
C 1.9785 0.4530 -2.0969 1.7 -3.9 -0.6
H 0.5805 2.0003 -2.0700 -0.6 0.9 0.0
H -0.8404 -1.2637 -3.4468 -0.2 -0.8 1.1
H -0.8703 -1.5016 -1.6106 -0.7 -0.3 0.1
H 1.2412 -2.0263 -3.6744 0.5 0.7 2.1
H 0.9563 -2.9276 -2.1393 -0.5 0.7 -0.5
H 2.9663 -1.4178 -1.6867 0.0 -0.6 0.1
H 1.6082 -1.3095 -0.5909 -0.3 0.4 0.2
H 2.6808 1.0547 -1.5182 -0.2 -0.1 0.1
H 2.3610 0.4049 -3.1924 -0.3 0.1 1.7

***

30
Properties=species:S:1:pos:R:3:forces:R:3 method="wB97M-V/def2-TZVPD" orbital_gap_ev=8.59 total_charge=+1 lumo_ev=-3.78 e_homo_ev=-12.3681
C 0.9515 0.3275 4.1420 -0.5 -0.2 -1.0
C 1.6334 1.5001 3.9660 -0.7 -0.9 -1.4
C 0.6277 -0.1188 2.8079 1.9 2.2 1.8
C -1.7437 -2.7445 -2.0529 -1.8 -1.2 0.2
C -2.6425 -1.7208 -2.2369 1.7 3.2 0.0
C -0.4911 -2.5490 -1.5903 1.8 1.9 1.2
C -2.1806 -0.3885 -2.1643 0.9 -2.7 -0.2
C -0.1384 -1.2177 -1.2610 2.6 -0.2 1.3
C 1.3817 -1.0548 -0.3582 -2.7 2.0 -1.1
C -1.2032 1.9203 -0.3789 -1.0 -2.9 -0.4
C -0.5371 1.1770 -1.5465 2.1 2.5 -0.3
N 1.7091 1.7783 2.6231 -0.1 -1.6 -0.2
N 1.1603 0.7326 1.9678 -0.4 0.7 -1.2
N -0.9630 -0.1837 -1.6452 1.7 -2.1 0.8
H 0.6896 -0.0859 5.1026 0.0 -0.1 -0.1
H 1.9306 2.1025 4.7375 1.0 1.7 1.4
H 0.1952 -0.9701 2.3952 -0.8 -1.4 -0.2
H -2.1060 -3.7453 -2.1543 -0.1 -0.5 -0.3
H -3.6420 -1.7414 -2.4911 -1.9 -1.1 -0.8
H 0.2359 -3.3462 -1.3502 -0.7 0.5 -0.3
H -2.5546 0.4478 -2.7100 -1.0 0.5 0.3
H 1.3924 -0.2120 0.4501 -0.5 -1.1 -1.9
H 2.2105 -0.8436 -1.0907 -0.8 -0.9 0.8
H 1.3468 -1.9453 0.2573 0.7 -0.5 -0.6
H -2.2021 1.4877 -0.2099 0.3 0.1 0.2
H -0.6034 1.7927 0.5001 0.2 0.0 0.5
H -1.3892 2.8995 -0.5959 -0.1 2.8 -0.6
H 0.5736 1.2988 -1.3023 -1.4 -0.8 -0.9
H -0.7072 1.5700 -2.5990 0.1 0.1 1.5
H 2.2898 2.3378 1.9756 -0.4 -0.1 1.6

***

41
Properties=species:S:1:pos:R:3:forces:R:3 method="wB97M-V/def2-TZVPD" orbital_gap_ev="5.73 / 4.67" multiplicity=2 s_squared=1.017 lumo_ev="-1.19 / -2.16" e_homo_ev="-6.9160 / -6.8282"
Re 0.0679 -0.2884 0.2106 -1.2 0.5 -3.2
N 0.9888 -3.1317 3.4586 0.2 -0.7 1.1
C 0.5141 -2.2088 2.6143 0.5 1.0 -2.4
S 1.2821 -2.1664 1.0039 -0.5 -0.2 0.8
N -0.4799 -1.4569 2.9157 -0.2 -0.5 1.8
N -0.9089 -0.5497 2.0052 -0.8 0.3 0.0
C -1.9293 0.1538 2.4094 0.5 -0.6 0.3
C -2.6273 1.1806 1.7264 -0.1 0.4 -0.8
C -3.7375 1.7356 2.3876 0.1 0.0 -0.1
C -4.5107 2.7032 1.8040 -0.2 0.0 0.2
C -4.2163 3.1342 0.5072 0.1 -0.1 0.0
C -3.1396 2.6270 -0.1698 0.0 0.0 0.0
C -2.2988 1.6613 0.4216 -0.3 0.2 0.4
O -1.2676 1.2750 -0.2529 0.6 -0.6 0.3
H 1.9082 -3.5012 3.2746 -0.1 0.1 0.0
H 0.7328 -3.0088 4.4254 0.0 -0.1 0.0
H -2.2878 -0.1003 3.4039 0.1 0.0 0.0
H -3.9647 1.3693 3.3787 -0.1 0.0 0.1
H -5.3467 3.1190 2.3434 -0.1 0.0 0.0
H -4.8417 3.8729 0.0310 -0.1 0.1 0.0
H -2.9017 2.9452 -1.1759 0.0 0.0 0.0
Te 1.4423 -0.1003 -1.9588 0.8 0.1 -0.2
Te 3.6006 0.5262 -0.4815 1.0 0.2 -0.1
Te 2.4771 0.6039 3.6540 0.0 -0.1 0.2
Te 1.7486 1.4454 1.2750 0.7 0.8 0.5
C -0.7719 -3.7235 -1.0997 0.2 -0.4 0.3
O -1.2200 -2.6844 -1.9555 -0.3 0.8 -0.4
P -1.4483 -1.2104 -1.3127 0.2 -1.2 1.4
O -2.7515 -1.3241 -0.4068 -0.4 -0.2 -0.2
C -4.0063 -1.7906 -0.8895 -0.4 0.0 0.0
O -2.0355 -0.4814 -2.5919 -0.2 0.1 0.3
C -1.3929 -0.2173 -3.8237 0.1 0.1 -0.5
H -1.2710 -4.6381 -1.4141 0.0 0.0 0.0
H -1.0290 -3.5178 -0.0560 0.1 -0.1 -0.1
H 0.3124 -3.8456 -1.1785 -0.2 0.1 0.0
H -4.6379 -1.9370 -0.0143 0.0 0.0 -0.1
H -3.9016 -2.7306 -1.4315 0.1 0.0 0.0
H -4.4625 -1.0516 -1.5455 0.0 0.1 0.0
H -2.1835 -0.1662 -4.5764 0.1 0.0 0.1
H -0.6959 -1.0133 -4.0996 0.0 0.1 0.1
H -0.8782 0.7494 -3.7896 -0.1 -0.2 0.1